76
Properties=species:S:1:pos:R:3 method="wB97M-V/def2-TZVPD" s2=0.7538 homo_energy_ev="-8.78 / -8.78" charge=0 gap_ev="9.136 / 8.549" multiplicity=2
C 4.050 0.104 4.031
O -1.401 -1.761 -5.274
H -5.335 0.106 -0.035
P -4.339 2.456 -0.612
H -0.929 2.475 2.707
H 1.188 -0.399 3.302
H 4.654 1.036 4.080
H 4.225 2.325 -0.666
H -3.443 -5.597 -5.331
H 1.143 -0.588 0.574
C -3.203 -5.044 -4.424
H 0.357 -1.798 2.634
C 0.161 2.621 2.760
O 3.859 -2.666 3.440
O 0.744 1.623 1.890
P -2.685 -2.521 -4.715
O -5.482 1.684 -1.413
C 4.395 0.411 1.533
C 1.320 -1.463 3.065
H 0.368 3.624 2.355
O -3.048 1.566 -0.885
H -1.738 -2.645 -7.147
H 4.363 -0.487 4.906
H 2.471 -3.242 0.349
H -4.117 -4.610 -4.016
H -1.919 2.866 0.322
H -2.780 -5.730 -3.691
C 5.987 -0.967 2.875
H 1.487 -2.079 3.959
H 6.196 -1.197 3.931
H -5.893 4.205 -2.407
S 1.604 2.147 -1.492
H 3.702 0.255 -1.617
C 2.952 0.664 0.960
P 3.222 1.322 -0.789
O -4.636 2.717 0.808
H -4.802 5.570 -2.109
C -1.844 1.900 -0.178
H 2.314 -3.956 1.987
H -0.346 2.411 4.863
O -2.674 -2.157 -3.166
O -4.082 3.748 -1.507
H -1.832 -0.265 -3.014
C -2.780 -0.770 -2.819
H 4.885 1.371 1.761
H -0.862 -1.103 -7.147
H 2.653 -1.186 -0.128
H -3.003 -0.696 -1.759
C 2.384 -1.725 1.940
C 1.996 -3.127 1.340
C 2.218 -0.711 0.779
H -0.051 -2.583 -6.593
H 4.989 -0.036 0.702
H 3.060 2.714 3.106
C -5.815 0.362 -0.981
H -6.895 0.296 -0.857
C -5.184 4.638 -1.699
O 2.830 2.941 2.200
O -3.943 -2.234 -5.425
H 6.239 -1.811 2.216
H -3.579 -0.286 -3.385
H -5.500 -0.349 -1.745
N 3.762 -1.872 2.443
H 6.562 -0.071 2.585
C 0.572 2.473 4.254
O -2.225 -4.046 -4.732
C 4.458 -0.602 2.702
H -1.019 1.932 -0.886
H 1.162 1.563 4.448
H -5.688 4.846 -0.753
B 2.115 1.807 1.722
H 2.996 0.416 4.078
H 0.903 -3.215 1.208
H 1.164 3.324 4.635
C -0.998 -2.044 -6.616
H -1.643 1.127 0.562